Below is a structure of composition C19H48B2NO28 at a distorted geometry, with properties calculated with ωB97M-V/def2-TZVPD.

Each line ends with the Löwdin charge.
CARTESIAN COORDINATES (ANGSTROEM)
O 33.20000 41.74000 12.65700  0.36
O 35.26600 41.50700 13.26400  0.12
O 31.33800 40.60400 11.49200  0.27
O 33.86700 39.26300 5.94400  -0.05
O 30.87000 40.91400 5.36700  0.00
O 29.90000 48.24300 9.33300  -0.06
O 31.69400 39.15200 8.53100  -0.07
O 25.07800 42.91900 4.20900  -0.07
O 35.96300 41.00200 7.53200  -0.12
O 33.84100 43.82500 6.00000  0.08
O 24.68000 42.12000 7.72600  -0.14
O 26.90600 48.00700 5.93300  -0.09
O 33.23000 41.60100 7.69200  0.15
O 29.24800 40.46900 10.87800  0.13
O 29.55200 43.33200 10.70300  0.07
O 35.43300 40.38300 10.59900  0.13
O 28.32300 45.93100 8.45200  0.07
O 30.17800 44.74700 8.10500  0.26
O 31.36700 46.06600 10.65000  -0.10
O 36.86300 45.14800 7.00500  -0.01
O 31.66500 42.81800 11.08700  0.27
O 33.43700 41.26200 10.39800  0.28
O 31.33400 42.58700 7.92400  0.34
O 26.35800 46.37500 10.28500  -0.02
O 33.53600 43.86200 3.36200  -0.11
O 29.43000 43.22300 6.49500  0.27
O 31.73800 44.25500 6.25300  0.24
O 27.28000 43.75300 6.60200  0.09
N 29.46700 47.56000 1.17900  -0.19
C 30.59800 49.74900 -1.87400  -0.10
C 30.47200 42.41800 10.93400  -0.39
C 32.74100 43.50300 6.53300  -0.36
C 31.30000 47.77500 3.09100  -0.15
C 32.83700 47.33900 5.03200  -0.10
C 34.37400 41.48700 12.39200  -0.44
C 32.44700 42.44700 7.42400  -0.50
C 28.49800 44.00300 6.84400  -0.36
C 30.26800 48.42400 0.22100  -0.13
C 29.79800 48.03600 2.61900  -0.04
C 28.01800 47.66800 0.98900  -0.17
C 27.50800 46.73600 0.01400  -0.16
C 34.49500 41.09700 11.01400  -0.44
C 28.51500 45.55700 0.14200  -0.07
C 31.43300 47.40100 4.54600  -0.29
C 30.33400 41.07800 10.96100  -0.53
C 29.65000 46.17500 0.96200  -0.13
C 29.84100 48.50000 -1.25600  -0.20
C 28.93500 44.98000 7.88800  -0.32
B 30.64900 43.66600 7.20200  -0.73
B 32.49400 41.67400 11.46600  -0.79
H 35.01500 41.20200 7.22200  0.01
H 25.47900 42.39700 4.87100  -0.02
H 31.42700 45.10000 10.51400  0.02
H 30.47000 46.07100 0.28200  0.14
H 25.43300 42.78300 7.28800  0.10
H 32.19200 40.04300 8.47300  0.04
H 26.48300 46.51300 0.37200  0.15
H 36.11600 40.03100 7.34600  0.06
H 24.37500 42.56100 8.53100  0.02
H 33.40200 44.08500 4.38400  0.04
H 33.46100 46.46200 4.44500  0.12
H 33.29300 48.24000 4.61700  0.07
H 32.63200 43.93800 3.12500  -0.02
H 33.83000 39.88400 6.73600  0.03
H 30.50300 49.85000 -2.90200  0.04
H 28.81000 45.55800 -0.82300  0.06
H 29.62400 47.36200 9.12500  -0.03
H 30.22200 49.54200 0.68500  0.18
H 24.25500 43.15300 4.71900  0.06
H 31.36700 48.30900 0.36900  0.15
H 30.76500 46.36500 4.68900  0.18
H 31.67300 49.72200 -1.68400  0.07
H 27.34600 47.00900 -0.94200  0.07
H 30.00800 47.51100 -1.94700  0.16
H 36.54000 44.80700 6.12800  0.07
H 31.90500 38.78000 9.38700  0.03
H 31.13800 46.24500 11.65500  0.12
H 26.88700 46.90600 10.85500  0.02
H 29.36600 49.04600 2.80700  0.15
H 27.48000 47.26100 5.99100  -0.02
H 31.65900 48.76000 3.02200  0.11
H 28.67300 48.54800 -1.28400  0.12
H 36.20000 44.80300 7.43200  -0.08
H 27.46600 47.35300 1.96400  0.19
H 29.77400 45.55300 1.69000  0.09
H 28.34400 44.48800 0.55600  0.17
H 26.91600 48.44100 6.85800  0.09
H 27.03600 46.32400 9.68500  -0.07
H 30.50600 50.81500 -1.42900  0.11
H 33.88500 39.84400 5.23800  -0.01
H 27.55400 48.54800 0.77600  0.12
H 31.65900 47.04600 2.68500  0.02
H 29.27300 47.51800 3.41000  0.11
H 30.33900 41.00600 4.57200  0.05
H 31.14300 48.11400 5.16100  0.06
H 32.83200 47.13600 6.19600  0.14
H 30.40800 40.32500 5.94100  0.04
H 30.60000 47.86800 9.85000  -0.02

The HOMO energy is -7.0 eV. Its calculated total energy is -80655.9100 eV. The calculation puts the gap between HOMO and LUMO at 7.536 eV. The LUMO energy comes out at 0.493 eV. As for the charge: -1. The strongest force on any atom comes out at 13.89 eV Å⁻¹.